Below is one molecule with the formula ClH4NSi, with properties calculated with the ωB97M-V functional and the def2-TZVPD basis.

Cartesian coordinates (Å):
N (0.459, 0.704, -0.869)
Si (-0.091, -0.580, 0.220)
Cl (-1.046, 0.493, 1.891)
H (1.042, 1.492, -0.439)
H (-0.222, 1.061, -1.429)
H (0.878, -1.512, 0.831)
H (-1.020, -1.659, -0.205)

Atoms 1-3, force components in eV/Å:
N 2.9040 -1.2712 3.3171
Si -0.3116 1.1054 1.1305
Cl 0.6016 -0.9310 -1.0699

The HOMO energy comes out at -10.38 eV. The SMILES is N[SiH2]Cl. As for the energy above the lowest of the compared OMol25 structures with the same formula, charge and spin: 0.401 eV. For the strongest force on any atom, the calculation gives 0.08923 hartree/bohr. For the frontier orbital gap, the calculation gives 11.121 eV.